Arrangement a

93
Properties=species:S:1:pos:R:3 method="wB97M-V/def2-TZVPD" homo_lumo_gap_ev=5.39 total_charge=-1 e_homo_ev=-6.74
K 4.087 2.293 2.037
K 3.694 -1.074 6.718
N 0.507 -0.493 3.375
S -0.034 -2.009 2.751
O -0.159 -2.088 1.288
O -0.899 -2.806 3.649
F 1.442 -2.561 3.089
S -0.907 0.018 3.328
O -1.769 -0.253 4.457
O -1.470 0.324 2.022
F -0.401 1.545 3.574
N -0.360 -7.998 9.606
S -0.079 -9.603 9.118
O 0.519 -10.453 10.091
O 0.208 -9.803 7.690
F -1.600 -10.114 9.124
S 0.942 -7.415 9.172
O 1.039 -6.885 7.810
O 2.041 -7.856 9.962
F 0.776 -5.994 10.053
N 5.473 3.379 6.306
S 7.090 3.537 6.822
O 7.500 2.671 7.922
O 7.870 4.729 6.400
F 7.475 2.617 5.553
S 5.010 4.676 6.965
O 5.546 5.986 6.576
O 4.555 4.459 8.342
F 3.594 4.884 6.250
C 6.401 -7.740 0.044
O 7.360 -7.696 -1.030
C 8.644 -8.096 -0.741
C 9.377 -8.088 -2.125
O 8.838 -9.197 -2.912
C 9.352 -9.026 -4.234
H 6.080 -8.776 -0.062
H 5.505 -7.149 -0.145
H 6.740 -7.381 1.016
H 8.707 -9.110 -0.346
H 9.167 -7.343 -0.151
H 10.425 -8.258 -1.879
H 9.368 -7.110 -2.608
H 9.060 -8.103 -4.735
H 9.085 -9.763 -4.992
H 10.440 -8.980 -4.202
C -5.934 4.667 -5.983
O -5.540 4.373 -4.610
C -5.680 3.121 -3.995
C -7.013 3.076 -3.161
O -8.110 3.064 -4.040
C -8.177 1.889 -4.825
H -6.985 4.381 -6.041
H -5.468 4.144 -6.818
H -5.871 5.753 -6.044
H -4.837 2.803 -3.381
H -5.709 2.310 -4.722
H -6.906 3.907 -2.464
H -7.144 2.168 -2.573
H -7.566 2.084 -5.706
H -9.199 1.570 -5.030
H -7.632 1.031 -4.429
C -5.400 -1.787 -9.576
O -5.285 -2.213 -8.225
C -4.162 -3.006 -7.869
C -4.352 -3.660 -6.421
O -4.422 -2.597 -5.536
C -4.991 -2.914 -4.224
H -5.320 -2.657 -10.228
H -4.530 -1.164 -9.784
H -6.399 -1.358 -9.658
H -3.325 -2.338 -8.070
H -4.213 -3.852 -8.555
H -3.563 -4.363 -6.157
H -5.235 -4.257 -6.191
H -4.343 -3.531 -3.601
H -6.018 -3.262 -4.329
H -4.912 -1.987 -3.656
C -0.318 12.356 0.536
O -0.109 11.331 1.449
C -0.635 11.692 2.721
C -0.735 10.506 3.718
O -1.666 9.348 3.352
C -1.267 8.618 2.196
H 0.122 13.292 0.879
H -1.383 12.589 0.509
H 0.042 12.149 -0.471
H -1.612 12.159 2.595
H 0.041 12.411 3.184
H -1.010 10.832 4.722
H 0.244 10.063 3.901
H -1.686 7.612 2.190
H -0.185 8.656 2.071
H -1.837 9.098 1.400


Arrangement b

93
Properties=species:S:1:pos:R:3 method="wB97M-V/def2-TZVPD" homo_lumo_gap_ev=6.66 total_charge=-1 e_homo_ev=-6.70
K 1.480 0.181 4.051
K -1.535 -3.332 1.653
N 3.439 6.450 2.726
S 3.223 6.597 4.360
O 4.266 7.226 5.210
O 2.435 5.609 5.057
F 2.126 7.789 4.231
S 4.510 5.431 2.919
O 4.314 4.179 3.633
O 5.855 6.047 2.956
F 4.532 5.019 1.389
N -2.254 -1.267 5.317
S -3.788 -0.455 5.490
O -3.935 0.563 6.453
O -5.021 -1.185 5.061
F -3.592 0.580 4.249
S -2.282 -1.725 6.814
O -3.406 -2.527 7.293
O -1.848 -0.666 7.729
F -1.116 -2.834 6.765
N 1.440 -0.885 0.126
S 0.782 0.370 -0.798
O 0.242 0.027 -2.096
O 1.548 1.659 -0.680
F -0.523 0.529 0.144
S 2.517 -1.240 -0.849
O 3.497 -0.218 -1.294
O 1.981 -2.243 -1.775
F 3.347 -2.141 0.145
C -2.870 4.646 -2.282
O -2.913 4.914 -0.883
C -4.022 5.769 -0.482
C -3.826 6.240 0.955
O -3.019 7.439 0.840
C -2.912 8.093 2.085
H -3.596 4.999 -3.014
H -3.159 3.605 -2.432
H -1.964 4.931 -2.817
H -4.968 5.276 -0.706
H -4.086 6.661 -1.105
H -3.476 5.545 1.718
H -4.809 6.382 1.404
H -2.491 9.098 2.050
H -2.232 7.484 2.681
H -3.856 8.161 2.626
C 2.175 -7.152 1.636
O 1.579 -6.240 2.578
C 1.406 -6.805 3.884
C 0.007 -7.453 4.099
O -1.052 -6.406 3.945
C -2.248 -7.100 3.896
H 2.058 -6.856 0.594
H 1.913 -8.193 1.825
H 3.204 -7.269 1.979
H 1.342 -6.004 4.620
H 2.248 -7.385 4.264
H -0.085 -7.962 5.058
H -0.195 -8.260 3.394
H -3.036 -6.392 3.639
H -2.564 -7.610 4.806
H -2.417 -7.879 3.152
C 6.787 1.549 -5.587
O 7.762 1.977 -6.526
C 7.625 3.333 -6.929
C 7.016 3.345 -8.368
O 5.556 3.257 -8.204
C 5.034 3.470 -9.416
H 5.770 1.630 -5.972
H 6.709 2.113 -4.658
H 6.752 0.472 -5.423
H 8.607 3.795 -7.032
H 7.122 3.871 -6.126
H 7.431 2.526 -8.956
H 7.300 4.346 -8.692
H 5.605 4.033 -10.155
H 4.278 4.137 -9.002
H 4.674 2.539 -9.854
C -3.953 -7.062 -0.977
O -4.182 -5.704 -0.690
C -5.386 -5.059 -1.192
C -5.030 -3.614 -1.527
O -4.586 -2.665 -0.546
C -4.846 -1.328 -1.006
H -4.344 -7.749 -0.227
H -2.874 -7.146 -1.109
H -4.538 -7.428 -1.821
H -6.149 -5.274 -0.444
H -5.651 -5.467 -2.167
H -5.996 -3.282 -1.908
H -4.320 -3.507 -2.347
H -4.765 -0.542 -0.255
H -5.799 -1.232 -1.525
H -3.979 -1.147 -1.641


Which one sits at the bottom of the stability order? arrangement a does.


Arrangement a

8
Properties=species:S:1:pos:R:3 method="wB97M-V/def2-TZVPD" homo_lumo_gap_ev=6.38 total_charge=-1 e_homo_ev=-4.64
O -0.686 2.928 -0.528
O 1.228 1.848 -1.397
O -0.406 -3.336 2.523
O -0.062 0.588 0.574
O -2.277 -1.926 2.071
S 0.597 2.231 -0.138
S -0.846 -2.080 1.942
H -0.800 0.609 -0.050


Arrangement b

8
Properties=species:S:1:pos:R:3 method="wB97M-V/def2-TZVPD" homo_lumo_gap_ev="6.48 / 6.48" total_charge=-1 e_homo_ev="-3.21 / -3.21"
O 2.669 -1.239 -0.199
O 1.948 1.215 0.078
O -0.542 1.422 -0.286
O -2.161 -0.687 -0.254
O -1.426 -1.143 0.828
S 1.887 -0.120 -0.861
S 0.312 0.545 0.520
H -2.686 0.007 0.174


Which one sits at the bottom of the stability order? arrangement b does.